Density functional theory data (the ωB97M-V functional and the def2-TZVPD basis) for C3H8N2O as an isolated structure.

ORCA input file:
```
! RIJCOSX wB97M-V def2-TZVPD def2/J DEFGRID3
* xyz 0 1
C -1.8635 0.4337 -0.6081
C -0.9818 -0.7596 -0.3592
N -1.4291 -1.6961 0.3949
H -0.7075 -2.4181 0.5389
H 0.3446 -0.8210 -0.8378
H -2.9143 0.2079 -0.4007
H -1.5489 1.2628 0.0335
H -1.7657 0.7650 -1.6458
N 2.0125 1.1570 0.5630
C 1.6494 -0.1284 0.4631
O 1.7545 -0.7388 -0.6493
H 1.8606 1.6799 1.4120
H 2.5408 1.5776 -0.1885
H 1.0485 -0.5219 1.2839
*
```

## Properties
Lowest unoccupied orbital energy   0.5 eV
HOMO level   -8.13 eV
HOMO-LUMO gap   8.6 eV

For reference, the natural (NBO) charges in units of e are:
1. C -0.691
2. C 0.051
3. N -0.691
4. H 0.323
5. H 0.258
6. H 0.223
7. H 0.211
8. H 0.214
9. N -0.773
10. C 0.541
11. O -0.652
12. H 0.405
13. H 0.415
14. H 0.166